# CH8NS2

2 unconnected molecules or ions with the total composition CH8NS2 (the ωB97M-V functional and the def2-TZVPD basis, the Open Molecules 2025 dataset).

```
12
Properties=species:S:1:pos:R:3:forces:R:3
N 0.62486 0.91841 -1.19129 -1.21 -0.06 0.10
H -0.10803 0.75718 -1.95399 1.30 -0.42 1.48
H 1.14690 0.04484 -0.60466 -1.10 0.02 -1.51
H 0.18885 1.48000 -0.45981 -0.29 0.03 -0.08
H 1.30155 1.52671 -1.59148 1.04 0.57 -0.60
C -1.53512 -0.30357 1.02614 0.35 1.38 0.33
S -0.75048 -1.84603 0.51219 0.66 0.08 1.00
S 1.40405 -1.64343 0.11632 0.38 -0.10 -1.91
H -2.23832 0.13156 0.26416 0.77 -0.59 0.68
H -1.96615 -0.26560 2.03719 -0.37 -0.91 -0.45
H -0.70348 0.37876 1.24359 -0.08 0.19 -0.56
H 2.63536 -1.17886 0.60164 -1.46 -0.20 1.53
```
Positions in Å, forces in eV/Å.

Relative energy (zero: lowest compared OMol25 entry of this formula, charge and spin), eV: 2.292
Kohn-Sham gap, eV: 7.79
Total charge: +1
LUMO, eV: -5.66

Results of the Mulliken charge analysis, in e, for atoms 1 through 5: N -0.4739; H 0.3605; H 0.2076; H 0.3611; H 0.3683

---

# CH8O2S

3 unconnected molecules or ions with the total composition CH8O2S (the ωB97M-V functional and the def2-TZVPD basis, the Open Molecules 2025 dataset).

```
12
Properties=species:S:1:pos:R:3:forces:R:3
C -0.91653 0.49654 -1.55685 0.41 0.08 0.68
S 0.47691 -0.62947 -1.20766 0.05 0.03 -0.49
H -0.58453 1.29060 -2.21447 -0.15 -0.08 -0.25
H -1.13747 0.95240 -0.59734 -0.32 0.05 0.04
H -1.78111 -0.04797 -1.91110 -0.03 0.03 -0.23
H 1.22951 -0.26832 -2.26291 -0.05 -0.15 0.16
O -1.43530 -0.42556 2.06150 0.59 -0.32 -0.65
H -0.54944 -0.08673 1.82244 -0.48 -0.02 0.53
H -1.86088 0.24568 2.58709 0.01 0.39 0.21
O 1.30915 0.88342 1.53219 -1.02 -0.07 -0.72
H 2.22924 0.88302 1.75384 0.76 -0.06 0.20
H 1.25249 0.57310 0.60108 0.21 0.13 0.51
```
Positions in Å, forces in eV/Å.

SMILES: CS.O.O
Relative energy (zero: lowest compared OMol25 entry of this formula, charge and spin), eV: 0.225
Kohn-Sham gap, eV: 10.26
LUMO, eV: 0.65

Results of the Mulliken charge analysis, in e, for atoms 1 through 5: C -0.6244; S -0.3044; H 0.3221; H 0.2271; H 0.2582

---

# CH8O2S2

3 unconnected molecules or ions with the total composition CH8O2S2 (the ωB97M-V functional and the def2-TZVPD basis, the Open Molecules 2025 dataset).

```
13
Properties=species:S:1:pos:R:3:forces:R:3
C 2.99648 0.44312 0.90714 2.29 0.97 0.81
S 2.04005 -1.01211 0.64658 -1.63 -1.31 -0.12
S 0.49753 -0.63389 -0.85542 0.13 1.07 2.98
H 2.60234 1.08582 0.10739 0.93 0.36 0.31
H 4.17138 0.15001 0.81947 -2.86 0.93 -0.16
H 2.87499 0.95370 1.93738 -0.12 -0.95 -1.68
H 1.25544 -1.19896 -1.68457 1.30 -1.08 -2.15
O -2.82751 -1.25694 0.23399 2.35 0.72 0.93
H -3.72066 -1.51522 0.26491 -1.71 -0.49 0.29
H -2.49135 -1.20165 1.16311 -0.63 -0.19 -1.26
O -2.55238 1.67902 -1.45457 0.44 -1.33 1.00
H -2.54541 1.78542 -0.46474 0.03 -0.42 -1.58
H -2.30089 0.72168 -1.62067 -0.50 1.71 0.62
```
Positions in Å, forces in eV/Å.

SMILES: CSS.O.O
Relative energy (zero: lowest compared OMol25 entry of this formula, charge and spin), eV: 1.300
Kohn-Sham gap, eV: 9.13
LUMO, eV: 0.11

Results of the Mulliken charge analysis, in e, for atoms 1 through 5: C -0.6158; S -0.0925; S -0.1743; H 0.2538; H 0.2361

---

# CH8O4

4 unconnected molecules or ions with the total composition CH8O4 (the ωB97M-V functional and the def2-TZVPD basis, the Open Molecules 2025 dataset).

```
13
Properties=species:S:1:pos:R:3:forces:R:3
C 0.26660 -1.07251 -2.51749 2.22 -0.10 0.60
O 1.04112 -0.17291 -2.73009 -0.62 0.02 -0.33
H -0.79520 -1.00546 -2.56136 -1.14 0.26 -0.35
H 0.69187 -2.03811 -2.17782 -0.37 -0.14 -0.16
O -0.39055 -0.67802 -0.09278 0.04 -0.05 -0.80
H -1.17296 -0.25143 0.25726 -0.07 0.01 0.39
H 0.07935 -1.09016 0.63058 -0.22 0.22 0.48
O -1.09837 2.83621 0.42319 1.72 -0.91 -0.50
H -0.53952 2.50735 1.13845 -0.66 0.28 0.96
H -0.43440 2.54216 -0.24102 -1.07 0.54 -0.50
O 0.43543 -0.51543 2.66236 -0.79 0.40 0.02
H 0.98819 0.27298 2.57050 0.29 -0.76 0.03
H 0.92842 -1.33466 2.63822 0.68 0.22 0.17
```
Positions in Å, forces in eV/Å.

SMILES: C=O.O.O.O
Relative energy (zero: lowest compared OMol25 entry of this formula, charge and spin), eV: 0.792
Kohn-Sham gap, eV: 9.83
LUMO, eV: 0.17

Results of the Mulliken charge analysis, in e, for atoms 1 through 5: C -0.0454; O -0.4203; H 0.2391; H 0.2015; O -0.5613